A cluster of 4 separate species, C33H77N2O2P in total, computed with the ωB97M-V functional and the def2-TZVPD basis.

Gap between HOMO and LUMO, eV: 5.793
Molecular weight, g mol⁻¹: 564.97
Lowest unoccupied orbital energy, eV: -3.2
Charge: +2
Multiplicity: 1
Total energy, Eh: -1904.11224

Each atom is followed by the atoms it is bonded to, with distances in Å.
Element x y z (Å)
1 O 0.086 0.278 -0.744  H2 0.977
2 H 0.317 -0.270 -1.519  O1 0.977
3 C -4.598 -0.496 3.163  C4 1.507, H20 1.090, H21 1.090, H22 1.090
4 C -4.466 -1.984 2.964  C3 1.507, C5 1.550, H23 1.090, H24 1.090
5 C -3.327 -2.658 3.772  C4 1.550, C6 1.610, H25 1.090, H26 1.090
6 C -1.869 -2.391 3.142  C5 1.610, P7 1.853, H27 1.090, H28 1.090
7 P -0.429 -1.694 4.078  C6 1.853, C8 1.912, C12 1.771, C16 1.821
8 C 1.273 -2.160 3.341  P7 1.912, C9 1.522, H29 1.090, H30 1.090
9 C 2.491 -1.414 3.868  C8 1.522, C10 1.556, H31 1.090, H32 1.090
10 C 2.760 -0.029 3.210  C9 1.556, C11 1.585, H33 1.090, H34 1.090
11 C 3.896 0.858 3.868  C10 1.585, H35 1.090, H36 1.090, H37 1.090
12 C -0.430 -2.556 5.625  P7 1.771, C13 1.533, H38 1.090, H39 1.090
13 C -0.322 -4.079 5.495  C12 1.533, C14 1.533, H40 1.090, H41 1.090
14 C -0.272 -4.833 6.828  C13 1.533, C15 1.519, H42 1.090, H43 1.090
15 C 1.058 -4.887 7.558  C14 1.519, H44 1.090, H45 1.090, H46 1.090
16 C -0.667 0.043 4.567  P7 1.821, C17 1.525, H47 1.090, H48 1.090
17 C -1.840 0.410 5.469  C16 1.525, C18 1.541, H49 1.090, H50 1.090
18 C -2.062 1.927 5.320  C17 1.541, C19 1.550, H51 1.090, H52 1.090
19 C -0.968 2.801 5.984  C18 1.550, H53 1.090, H54 1.090, H55 1.090
20 H -4.611 -0.432 4.251  C3 1.090
21 H -5.436 0.007 2.681  C3 1.090
22 H -3.678 -0.052 2.783  C3 1.090
23 H -4.348 -2.009 1.881  C4 1.090
24 H -5.447 -2.443 3.091  C4 1.090
25 H -3.392 -3.745 3.738  C5 1.090
26 H -3.441 -2.460 4.838  C5 1.090
27 H -1.847 -1.837 2.204  C6 1.090
28 H -1.535 -3.383 2.838  C6 1.090
29 H 1.075 -1.952 2.290  C8 1.090
30 H 1.306 -3.245 3.247  C8 1.090
31 H 3.418 -1.982 3.794  C9 1.090
32 H 2.446 -1.242 4.944  C9 1.090
33 H 1.798 0.471 3.101  C10 1.090
34 H 3.025 -0.128 2.158  C10 1.090
35 H 4.883 0.793 3.412  C11 1.090
36 H 4.199 0.506 4.854  C11 1.090
37 H 3.486 1.864 3.965  C11 1.090
38 H -1.296 -2.145 6.144  C12 1.090
39 H 0.350 -2.172 6.283  C12 1.090
40 H 0.508 -4.379 4.856  C13 1.090
41 H -1.268 -4.474 5.125  C13 1.090
42 H -0.658 -5.850 6.751  C14 1.090
43 H -0.773 -4.337 7.659  C14 1.090
44 H 1.078 -5.413 8.513  C15 1.090
45 H 1.367 -3.853 7.710  C15 1.090
46 H 1.878 -5.268 6.949  C15 1.090
47 H -0.858 0.426 3.565  C16 1.090
48 H 0.304 0.360 4.948  C16 1.090
49 H -1.586 0.180 6.504  C17 1.090
50 H -2.771 -0.066 5.161  C17 1.090
51 H -3.063 2.100 5.713  C18 1.090
52 H -2.008 2.174 4.260  C18 1.090
53 H -1.212 3.857 6.097  C19 1.090
54 H -0.005 2.600 5.513  C19 1.090
55 H -0.610 2.539 6.979  C19 1.090
56 C 1.500 8.462 -2.164  C57 1.534, H66 1.090, H67 1.090, H68 1.090
57 C 1.072 7.790 -0.853  C56 1.534, N58 1.574, H69 1.090, H70 1.090
58 N 0.466 6.351 -1.048  C57 1.574, C59 1.526, C60 1.584, C62 1.519
59 C 0.111 6.000 0.394  N58 1.526, H71 1.090, H72 1.090, H73 1.090
60 C -0.849 6.395 -1.930  N58 1.584, C61 1.553, H74 1.090, H75 1.090
61 C -1.669 5.085 -1.774  C60 1.553, H76 1.090, H77 1.090, H78 1.090
62 C 1.426 5.409 -1.753  N58 1.519, C63 1.545, H79 1.090, H80 1.090
63 C 2.796 5.262 -1.053  C62 1.545, O64 1.388, H81 1.090, H82 1.090
64 O 3.542 6.422 -1.208  C63 1.388, C65 1.422
65 C 4.895 6.439 -0.768  O64 1.422, H83 1.090, H84 1.090, H85 1.090
66 H 2.008 7.805 -2.870  C56 1.090
67 H 2.262 9.214 -1.963  C56 1.090
68 H 0.706 8.998 -2.686  C56 1.090
69 H 0.345 8.404 -0.322  C57 1.090
70 H 1.891 7.846 -0.135  C57 1.090
71 H -0.325 5.005 0.475  C59 1.090
72 H -0.654 6.658 0.806  C59 1.090
73 H 0.956 6.241 1.040  C59 1.090
74 H -0.640 6.753 -2.938  C60 1.090
75 H -1.474 7.200 -1.544  C60 1.090
76 H -2.486 5.381 -1.116  C61 1.090
77 H -1.279 4.252 -1.188  C61 1.090
78 H -2.123 4.758 -2.710  C61 1.090
79 H 1.540 5.799 -2.764  C62 1.090
80 H 0.810 4.513 -1.828  C62 1.090
81 H 3.411 4.513 -1.553  C63 1.090
82 H 2.616 5.035 -0.002  C63 1.090
83 H 5.469 5.801 -1.441  C65 1.090
84 H 5.057 6.167 0.275  C65 1.090
85 H 5.100 7.493 -0.954  C65 1.090
86 C 0.285 -6.458 -9.533  C87 1.497, H96 1.090, H97 1.090, H98 1.090
87 C 0.821 -6.181 -8.163  C86 1.497, C88 1.611, H99 1.090, H100 1.090
88 C 1.118 -4.617 -7.914  C87 1.611, C89 1.579, H101 1.090, H102 1.090
89 C -0.117 -3.635 -7.834  C88 1.579, N90 1.564, H103 1.090, H104 1.090
90 N -0.332 -2.956 -6.442  C89 1.564, C91 1.567, C94 1.577, C95 1.546
91 C -0.222 -4.029 -5.304  N90 1.567, C92 1.497, H105 1.090, H106 1.090
92 C -1.563 -4.693 -5.254  C91 1.497, C93 1.519, H107 1.090, H108 1.090
93 C -2.511 -3.582 -5.668  C92 1.519, C94 1.515, H109 1.090, H110 1.090
94 C -1.773 -2.366 -6.192  N90 1.577, C93 1.515, H111 1.090, H112 1.090
95 C 0.702 -1.818 -6.283  N90 1.546, H113 1.090, H114 1.090, H115 1.090
96 H 1.061 -6.467 -10.298  C86 1.090
97 H -0.616 -5.947 -9.873  C86 1.090
98 H 0.142 -7.537 -9.584  C86 1.090
99 H 1.756 -6.739 -8.103  C87 1.090
100 H 0.254 -6.655 -7.362  C87 1.090
101 H 1.749 -4.217 -8.708  C88 1.090
102 H 1.669 -4.426 -6.993  C88 1.090
103 H -1.016 -3.962 -8.357  C89 1.090
104 H 0.002 -2.793 -8.516  C89 1.090
105 H 0.107 -3.469 -4.429  C91 1.090
106 H 0.557 -4.790 -5.355  C91 1.090
107 H -1.696 -5.188 -4.292  C92 1.090
108 H -1.664 -5.615 -5.826  C92 1.090
109 H -3.152 -3.202 -4.872  C93 1.090
110 H -2.997 -3.851 -6.605  C93 1.090
111 H -1.647 -1.496 -5.548  C94 1.090
112 H -2.126 -1.888 -7.105  C94 1.090
113 H 0.546 -1.044 -7.034  C95 1.090
114 H 1.679 -2.245 -6.509  C95 1.090
115 H 0.595 -1.462 -5.258  C95 1.090